Entry from OMol25: a gas-phase ion, C5H8ClF3N (charge +1) at a distorted geometry (wB97M-V/def2-TZVPD).

The geometry in XYZ format:
```
18
Properties=species:S:1:pos:R:3
Cl 2.0618 -1.8930 0.0306
F 2.0537 0.0249 1.6600
F 1.4254 2.0371 0.2997
F 2.4841 1.1093 -1.3509
N -1.0109 0.4228 1.1960
C 1.6183 -0.3246 0.3893
C -0.0581 0.8549 -1.0774
C -0.6338 -0.1199 -0.1572
C -1.1691 -1.4878 -0.4514
C 1.4341 0.9437 -0.5331
H -1.6744 -1.6588 -1.4065
H -0.3379 -2.1948 -0.4103
H -0.5898 1.8151 -1.0607
H -0.2436 0.6131 -2.0388
H -2.0217 0.5994 1.2886
H -1.8594 -1.8349 0.2301
H -0.9164 -0.1920 1.9600
H -0.5621 1.2854 1.4321
```

The net charge is +1. The calculation puts the total energy at -1009.48171 Eh. As for the largest force on an atom: 3.7 eV/A. Its spin multiplicity is 1. The HOMO energy (spin up / spin down) comes out at -12.99 / -13.12 eV. The HOMO-LUMO gap (spin up / spin down) is 8.399 / 8.607 eV.

Entry from OMol25: C5H8ClN in the gas phase at a distorted geometry (wB97M-V/def2-TZVPD).

The geometry in XYZ format:
```
15
Properties=species:S:1:pos:R:3
Cl -0.1448 2.5747 -0.5489
N -2.6469 0.1363 0.1318
C -0.3338 -0.1035 0.4294
C 0.3463 -1.4672 0.3249
C 2.0748 1.0776 -0.1168
C 0.7539 1.1302 -0.0711
C -1.5707 0.0269 -0.4475
H -0.3358 -2.1964 -0.0707
H -0.4325 0.0671 1.4458
H -1.4039 -0.1006 -1.4611
H 2.6107 0.2784 0.4768
H -3.5002 0.0342 -0.3687
H 1.1153 -1.4627 -0.3592
H 2.6187 1.8251 -0.6703
H 0.8490 -1.8202 1.3056
```

The calculation puts the total energy at -710.18198 Eh. As for the largest force on an atom: 4.7 eV/A. Its spin multiplicity is 1. The HOMO energy comes out at -9.60 eV. As for the SMILES: [H]/N=C/[C@@H](C)C(=C)Cl. The HOMO-LUMO gap is 10.561 eV.

Entry from OMol25: a molecular structure, C5H8ClN2O at a distorted geometry (wB97M-V/def2-TZVPD).

The geometry in XYZ format:
```
17
Properties=species:S:1:pos:R:3
Cl 2.8893 0.2202 0.2623
O -2.0549 -0.1981 1.1547
N 0.8657 -0.5061 0.5800
N -1.1824 -0.4241 0.1695
C 0.7857 -1.8363 -0.0011
C 0.2227 2.8245 -0.0750
C 0.0082 1.6617 0.5776
C 0.0423 0.3670 -0.1259
C -0.7411 -1.9196 0.0446
H 0.2716 0.3775 -1.2550
H -1.0925 -2.4998 0.8810
H -1.2370 -2.2635 -0.8724
H 0.0556 1.4354 1.6043
H 1.1911 -1.9707 -1.0395
H 1.3051 -2.3403 0.6591
H 0.4700 2.8775 -1.0675
H 0.1856 3.8795 0.2798
```

The net charge is -1. The calculation puts the total energy at -840.10686 Eh. As for the largest force on an atom: 5.4 eV/A. Its spin multiplicity is 1. The HOMO energy (spin up / spin down) comes out at -2.38 / -4.10 eV. The HOMO-LUMO gap (spin up / spin down) is 6.432 / 8.156 eV.

Entry from OMol25: C5H8ClN3O3S2 in the gas phase at a distorted geometry (wB97M-V/def2-TZVPD).

The geometry in XYZ format:
```
22
Properties=species:S:1:pos:R:3
Cl 2.6571 -1.1626 -2.3038
S 1.7409 0.8001 -3.0529
S 0.9535 -0.4823 -0.5132
O 2.5705 1.8616 -2.5965
O 0.4530 0.6636 -2.1872
O 1.8763 1.1364 1.2132
N -1.4799 -0.7329 0.2950
N -0.3216 1.0435 1.3392
N -0.4114 0.0153 0.4296
C 0.7485 2.8235 2.5191
C -2.3496 -2.7574 -0.8423
C -1.2517 -1.7665 -0.4823
C 0.8734 1.6304 1.6084
C 0.0737 -1.8435 -0.9357
H -1.2045 1.3582 1.5379
H 0.6234 -2.5170 -1.5185
H 1.6171 2.9510 3.1247
H -2.2194 -3.0195 -1.8373
H -3.2921 -2.4412 -0.4992
H 0.6230 3.6623 1.9065
H -0.1548 2.5580 3.1023
H -2.1254 -3.7810 -0.3069
```

The calculation puts the total energy at -1841.75826 Eh. As for the largest force on an atom: 4.4 eV/A. Its spin multiplicity is 1. The HOMO energy comes out at -8.77 eV. The HOMO-LUMO gap is 8.343 eV.

Entry from OMol25: 2 unconnected molecules or ions with the total composition C5H8ClNO at a distorted geometry (wB97M-V/def2-TZVPD).

The geometry in XYZ format:
```
16
Properties=species:S:1:pos:R:3
Cl -0.5855 -0.8912 1.3780
O 2.0314 2.6523 -0.1164
N 2.2215 0.3383 0.1590
C -1.4780 0.0566 0.2519
C 2.2355 1.5232 0.0738
C -1.8940 -0.5879 -0.8531
C 2.7822 -0.9257 0.4222
C -1.7859 1.4150 0.7274
H 2.7272 -1.4035 -0.5081
H -1.8793 -1.6709 -0.9466
H 1.9662 -1.4803 0.9248
H 3.6234 -0.9606 1.0849
H -2.4602 1.8623 0.0286
H -2.2921 -0.0028 -1.7120
H -0.8700 1.9221 0.9472
H -2.3422 1.3885 1.6619
```

The calculation puts the total energy at -785.45866 Eh. As for the largest force on an atom: 2.9 eV/A. Its spin multiplicity is 1. The HOMO energy comes out at -9.31 eV. As for the SMILES: C=C(C)Cl.CN=C=O. The HOMO-LUMO gap is 10.009 eV.

Entry from OMol25: C5H8ClNO in the gas phase at a distorted geometry (wB97M-V/def2-TZVPD).

The geometry in XYZ format:
```
16
Properties=species:S:1:pos:R:3
Cl -0.4503 -2.4021 0.9382
O 0.2792 -1.0546 -1.9825
N -0.7324 1.3985 0.4229
C -0.7108 0.2207 1.3823
C 1.3818 -0.5950 0.1482
C 0.0376 -0.6948 0.7323
C -0.4325 0.8880 -0.8874
C 0.2619 -0.3636 -0.8677
H -0.4071 0.5972 2.3101
H -0.7395 -1.0609 -2.3451
H 2.0447 0.2611 0.5118
H 0.2021 1.8180 -1.1310
H -1.6864 -0.0996 1.5340
H 1.9184 -1.5737 0.0827
H -1.2434 0.8801 -1.5191
H 0.2766 1.7806 0.6702
```

The calculation puts the total energy at -785.37792 Eh. As for the largest force on an atom: 8.3 eV/A. Its spin multiplicity is 1. The HOMO energy comes out at -8.61 eV. As for the SMILES: O[C@@]12CNC[C@]1(Cl)C2. The HOMO-LUMO gap is 9.202 eV.

Entry from OMol25: 2 unconnected molecules or ions with the total composition C5H8ClNO2S at a distorted geometry (wB97M-V/def2-TZVPD).

The geometry in XYZ format:
```
18
Properties=species:S:1:pos:R:3
Cl -2.1930 -0.7465 0.8668
S 0.0235 1.6746 0.3843
O 0.1713 2.9954 0.9909
O 0.1322 0.6162 1.2941
N 0.4807 -1.9383 -1.3767
C -1.7934 1.5518 -0.2117
C 0.9186 1.3716 -1.1246
C -1.8505 0.1956 -0.5399
C 1.0167 -2.8017 0.9990
C 0.6494 -2.3218 -0.3082
H 0.3264 0.6833 -1.7882
H 0.8581 2.1906 -1.7186
H 1.8287 -3.6006 0.7407
H 1.4680 -1.9129 1.6589
H 0.1119 -3.2435 1.4567
H -1.7751 2.1987 -1.0943
H -2.3211 2.0257 0.6364
H 1.9474 1.0621 -0.8656
```

The calculation puts the total energy at -1258.71630 Eh. As for the largest force on an atom: 4.2 eV/A. Its spin multiplicity is 3. The HOMO energy (spin up / spin down) comes out at -8.04 / -10.74 eV. The HOMO-LUMO gap (spin up / spin down) is 8.707 / 9.056 eV.